3
Properties=species:S:1:pos:R:3:forces:R:3:nbo_charge:R:1 method="wB97M-V/def2-TZVPD" relative_energy_kj_mol=139.19 lumo_energy_ev=-18.562 gap_ev=3.81 total_charge=+2 max_force_ev_per_a=1.75
Al -0.89169 -2.52957 -1.18109 -0.0698 -0.1893 -0.0925 1.300
O 0.42436 0.77745 0.56468 -0.0264 -1.5547 -0.0259 0.202
H 0.46733 1.75212 0.61641 0.0961 1.7440 0.1184 0.498